5
Properties=species:S:1:pos:R:3 method="wB97M-V/def2-TZVPD" fmax_ev_per_a=5.8 homo_energy_ha=-0.3385 total_energy_ha=-2725.9556 homo_lumo_gap_ev=8.4 charge=0 de_lowest_kcal_mol=38.7
O 1.46626 -1.12542 -0.30120
C 0.39552 -0.59507 -0.37393
C -0.35056 0.26486 0.25136
Br -2.11674 0.60595 -0.40313
H 0.60552 0.84968 0.82690